Here is a single C3H3N3 molecule at a distorted geometry from the Open Molecules 2025 dataset. Energies are from the ωB97M-V functional and the def2-TZVPD basis.

## Properties
- Energy relative to the best compared isomer or geometry (same formula, charge and spin): 40.4 kcal per mole
- Calculated total energy: -7627.799 eV
- Kohn-Sham gap: 10.99 eV
- 2S+1: 1
- SMILES string: N#CC(N)C#N

Last column: natural (NBO) charge in e.
Element x y z (Å)
N -1.44250 2.00677 0.29501  -0.301
N 2.63047 -0.89145 -0.30100  -0.258
N -0.71631 -0.84528 -0.27302  -0.779
C -0.41357 1.47926 0.14601  0.239
C 1.61256 -0.38159 -0.08333  0.264
C 0.24246 0.07218 0.29207  -0.195
H -0.51869 -1.10776 -1.23324  0.381
H 0.21646 0.04153 1.38287  0.262
H -1.61088 -0.37367 -0.22537  0.386

Forces on atoms 1 to 2 (eV/Å):
1.797 0.077 -0.397
-1.395 0.816 0.238